{"formula": "C58H43Cl5N7SSr", "method": "wB97M-V/def2-TZVPD", "species": ["Sr", "Cl", "C", "C", "C", "C", "C", "C", "C", "C", "C", "C", "C", "C", "C", "C", "C", "C", "Cl", "C", "C", "C", "N", "C", "C", "C", "C", "C", "C", "Cl", "C", "C", "C", "C", "C", "C", "N", "C", "C", "C", "C", "C", "N", "C", "C", "C", "C", "Cl", "C", "C", "C", "C", "N", "H", "H", "H", "H", "H", "H", "H", "H", "H", "H", "H", "H", "H", "H", "H", "H", "H", "H", "H", "H", "H", "H", "H", "H", "Cl", "C", "C", "C", "C", "C", "C", "C", "H", "H", "H", "H", "H", "H", "S", "C", "N", "C", "C", "N", "C", "C", "N", "C", "C", "H", "H", "H", "H", "H", "H", "H", "H", "H", "H", "H", "H", "H"], "coordinates": [[0.54, -0.52, -0.11], [-8.69, 1.67, -1.82], [-7.00, 1.26, -1.61], [-6.35, 1.64, -0.46], [-5.01, 1.31, -0.30], [-4.32, 0.60, -1.28], [-5.01, 0.22, -2.43], [-6.35, 0.55, -2.60], [-2.87, 0.24, -1.10], [-2.62, -1.10, -0.72], [-3.65, -2.08, -0.40], [-3.02, -3.24, -0.12], [-1.59, -2.99, -0.28], [-0.57, -3.96, -0.21], [-0.94, -5.33, 0.25], [-1.68, -6.19, -0.54], [-2.00, -7.47, -0.10], [-1.59, -7.87, 1.16], [-2.00, -9.47, 1.72], [-0.85, -7.03, 1.97], [-0.53, -5.76, 1.51], [0.77, -3.76, -0.61], [1.32, -2.57, -0.95], [2.57, -2.79, -1.39], [3.48, -1.80, -1.82], [4.82, -2.28, -2.29], [5.75, -2.81, -1.39], [6.98, -3.27, -1.82], [7.30, -3.21, -3.16], [8.85, -3.80, -3.72], [6.40, -2.68, -4.08], [5.17, -2.22, -3.64], [3.28, -0.40, -1.89], [4.32, 0.56, -2.25], [3.74, 1.78, -2.26], [2.34, 1.58, -1.91], [2.12, 0.27, -1.65], [1.33, 2.56, -2.00], [-0.06, 2.33, -1.80], [-1.14, 3.25, -2.14], [-2.30, 2.58, -1.90], [-1.95, 1.27, -1.40], [-0.59, 1.18, -1.32], [1.75, 3.92, -2.45], [1.45, 4.37, -3.73], [1.82, 5.64, -4.15], [2.51, 6.47, -3.28], [2.98, 8.07, -3.80], [2.83, 6.05, -2.01], [2.45, 4.78, -1.60], [2.85, -4.22, -1.36], [1.75, -4.82, -0.85], [-1.40, -1.70, -0.62], [-6.88, 2.18, 0.32], [-4.49, 1.59, 0.62], [-4.49, -0.34, -3.20], [-6.88, 0.26, -3.50], [-4.71, -1.89, -0.38], [-3.47, -4.18, 0.17], [-1.99, -5.87, -1.53], [-2.57, -8.14, -0.73], [-0.55, -7.36, 2.96], [0.04, -5.08, 2.15], [5.49, -2.85, -0.33], [7.70, -3.68, -1.11], [6.66, -2.64, -5.13], [4.46, -1.81, -4.34], [5.35, 0.33, -2.46], [4.21, 2.73, -2.49], [-1.03, 4.24, -2.54], [-3.31, 2.94, -2.08], [0.92, 3.71, -4.41], [1.58, 5.99, -5.15], [3.38, 6.71, -1.34], [2.72, 4.44, -0.60], [3.76, -4.71, -1.68], [1.58, -5.87, -0.68], [-5.32, 2.83, 4.06], [-4.13, 1.55, 3.83], [-2.98, 1.51, 4.60], [-2.04, 0.50, 4.42], [-2.18, -0.53, 3.42], [-1.15, -1.41, 3.11], [-3.45, -0.50, 2.74], [-4.37, 0.51, 2.92], [-2.83, 2.26, 5.37], [-1.18, 0.46, 5.09], [-1.30, -2.26, 2.45], [-0.20, -1.34, 3.62], [-3.65, -1.28, 2.00], [-5.30, 0.50, 2.36], [4.40, -0.06, 3.20], [3.16, -0.51, 2.20], [2.24, -0.75, 1.52], [1.12, 4.08, 2.41], [1.31, 2.86, 1.47], [0.53, 1.73, 1.96], [0.91, 1.42, 3.34], [0.48, 2.58, 4.26], [0.02, 3.72, 3.38], [-1.23, 3.33, 2.61], [-0.91, 2.03, 1.87], [0.81, 4.98, 1.88], [2.01, 4.30, 3.01], [2.37, 2.57, 1.43], [0.99, 3.11, 0.47], [1.98, 1.26, 3.39], [0.41, 0.50, 3.63], [1.30, 2.96, 4.87], [-0.36, 2.32, 4.90], [-0.19, 4.52, 3.96], [-1.45, 4.16, 1.94], [-2.04, 3.21, 3.33], [-1.20, 2.11, 0.83], [-1.45, 1.20, 2.33]], "de_lowest_kcal_mol": 0.00, "lumo_ev": 1.0843, "energy_ha": -5349.28817, "spin_multiplicity": 1, "gap_ev": 4.30, "homo_ha": -0.1183, "total_charge": -1}

{"formula": "C6H16NO", "method": "wB97M-V/def2-TZVPD", "species": ["C", "C", "C", "C", "C", "C", "N", "H", "H", "H", "H", "H", "H", "H", "H", "H", "H", "H", "H", "H", "H", "H", "H", "O"], "coordinates": [[0.66, 0.60, -2.30], [0.11, 1.51, -1.22], [0.56, 0.99, 0.18], [-2.85, -0.65, 0.71], [-1.61, 0.14, 1.11], [-0.36, -0.07, 0.67], [2.60, -0.81, 1.54], [0.03, 0.37, -3.16], [1.63, 1.00, -2.56], [0.41, 2.56, -1.33], [-0.96, 1.71, -1.28], [1.46, 0.45, -0.07], [0.50, 1.88, 0.81], [-2.40, -1.45, 0.13], [-3.33, -0.94, 1.65], [-3.38, 0.01, 0.02], [-1.80, 1.00, 1.75], [0.16, -1.14, 0.63], [3.53, -1.20, 1.36], [2.32, -1.00, 2.48], [0.74, -0.30, -1.70], [-0.10, -2.21, -0.18], [1.90, -1.17, 0.92], [0.17, -1.26, -0.16]], "de_lowest_kcal_mol": 203.71, "lumo_ev": -4.3134, "energy_ha": -367.65781, "spin_multiplicity": 1, "gap_ev": 9.24, "homo_ha": -0.4979, "total_charge": 1}

{"formula": "C2H5NOS", "method": "wB97M-V/def2-TZVPD", "species": ["C", "C", "N", "O", "S", "H", "H", "H", "H", "H"], "coordinates": [[-1.59, 0.09, -0.73], [-1.73, -0.68, 0.36], [1.26, -0.15, -0.71], [3.17, 0.56, 0.92], [2.68, -0.12, -0.55], [-1.76, 1.17, -0.46], [-1.31, -0.22, -1.76], [-1.51, -1.74, 0.44], [-2.05, -0.31, 1.30], [2.83, 1.39, 1.19]], "de_lowest_kcal_mol": 87.46, "lumo_ev": -0.6053, "energy_ha": -607.26744, "spin_multiplicity": 1, "gap_ev": 8.79, "homo_ha": -0.3454}

{"formula": "C32H46Br3F3NO18S2", "method": "wB97M-V/def2-TZVPD", "species": ["O", "S", "O", "Br", "N", "S", "O", "O", "C", "C", "C", "F", "Br", "C", "F", "F", "Br", "H", "H", "H", "H", "O", "C", "O", "C", "C", "C", "H", "H", "H", "H", "H", "H", "O", "C", "O", "C", "C", "C", "H", "H", "H", "H", "H", "H", "O", "C", "O", "C", "C", "C", "H", "H", "H", "H", "H", "H", "O", "C", "O", "C", "C", "C", "H", "H", "H", "H", "H", "H", "O", "C", "O", "C", "C", "C", "H", "H", "H", "H", "H", "H", "O", "C", "O", "C", "C", "C", "H", "H", "H", "H", "H", "H", "O", "C", "O", "C", "C", "C", "H", "H", "H", "H", "H", "H"], "coordinates": [[1.05, -0.47, -0.84], [0.69, 0.98, -1.00], [1.25, 1.46, -2.31], [1.70, 2.12, 0.62], [-1.00, 1.08, -0.99], [-1.55, 2.67, -0.75], [-0.81, 3.68, -1.60], [-1.43, 3.14, 0.69], [-3.39, 2.71, -1.12], [-4.16, 2.22, 0.19], [-5.50, 1.43, -0.09], [-6.61, 2.26, -0.35], [-5.94, 0.47, 1.62], [-5.41, 0.32, -1.24], [-4.13, -0.22, -1.38], [-5.85, 0.95, -2.43], [-6.66, -1.22, -0.97], [-3.65, 3.77, -1.40], [-3.52, 2.05, -2.03], [-3.51, 1.64, 0.92], [-4.46, 3.16, 0.76], [-9.41, -2.72, -4.77], [-8.86, -1.69, -5.07], [-8.02, -1.02, -4.25], [-7.62, 0.21, -4.87], [-7.85, 0.00, -6.35], [-9.03, -0.95, -6.37], [-8.24, 1.02, -4.47], [-6.58, 0.42, -4.64], [-8.01, 0.92, -6.90], [-6.98, -0.50, -6.79], [-9.98, -0.41, -6.34], [-9.00, -1.63, -7.22], [-3.44, 3.61, 2.79], [-3.70, 4.77, 2.92], [-4.77, 5.38, 2.33], [-4.73, 6.79, 2.60], [-3.88, 6.93, 3.84], [-2.90, 5.78, 3.70], [-4.29, 7.29, 1.73], [-5.74, 7.16, 2.74], [-3.40, 7.91, 3.93], [-4.50, 6.78, 4.73], [-2.02, 6.06, 3.12], [-2.61, 5.38, 4.67], [5.46, -1.34, 3.04], [4.86, -1.76, 2.08], [4.83, -1.13, 0.88], [3.94, -1.84, 0.00], [3.86, -3.25, 0.55], [4.03, -3.01, 2.04], [2.97, -1.34, 0.00], [4.34, -1.83, -1.02], [2.94, -3.77, 0.29], [4.70, -3.84, 0.18], [3.07, -2.81, 2.53], [4.54, -3.84, 2.53], [4.80, -5.70, 1.44], [5.76, -6.17, 0.90], [6.93, -5.50, 0.74], [7.84, -6.29, -0.03], [7.35, -7.72, 0.12], [5.85, -7.53, 0.27], [7.80, -5.95, -1.07], [8.85, -6.16, 0.34], [7.63, -8.36, -0.71], [7.76, -8.15, 1.04], [5.35, -7.51, -0.70], [5.41, -8.29, 0.91], [4.32, 3.77, 6.40], [4.78, 2.67, 6.21], [4.46, 1.58, 6.95], [5.26, 0.47, 6.54], [5.72, 0.80, 5.14], [5.82, 2.32, 5.18], [6.10, 0.37, 7.24], [4.67, -0.45, 6.57], [6.65, 0.31, 4.86], [4.95, 0.51, 4.42], [6.80, 2.65, 5.53], [5.59, 2.76, 4.22], [1.90, -0.41, -8.84], [1.78, -0.06, -7.69], [1.81, -0.91, -6.63], [1.53, -0.19, -5.43], [1.86, 1.25, -5.74], [1.52, 1.34, -7.22], [0.47, -0.33, -5.17], [2.14, -0.58, -4.61], [1.31, 1.96, -5.12], [2.93, 1.43, -5.60], [0.47, 1.59, -7.38], [2.17, 2.05, -7.74], [-2.61, -2.51, 3.85], [-1.77, -1.78, 3.38], [-1.96, -0.46, 3.18], [-0.81, 0.09, 2.50], [0.32, -0.88, 2.79], [-0.41, -2.20, 2.88], [-1.04, 0.16, 1.44], [-0.60, 1.09, 2.88], [1.10, -0.86, 2.03], [0.77, -0.64, 3.75], [-0.52, -2.68, 1.91], [0.07, -2.88, 3.59]], "de_lowest_kcal_mol": 0.00, "lumo_ev": 1.7746, "energy_ha": -11474.13077, "spin_multiplicity": 1, "gap_ev": 8.35, "homo_ha": -0.2416, "total_charge": -1}